(1)
8
Properties=species:S:1:pos:R:3:nbo_charge:R:1 method="wB97M-V/def2-TZVPD" homo_energy_ha="-0.4006 / -0.4191" charge=+1 lumo_energy_ev="-4.23 / -5.81" multiplicity=5 orbital_gap_ha="0.24532 / 0.20550"
C -1.5765 2.4067 -0.8016 -0.7515
C -0.6410 1.4926 -0.7360 0.6824
O 0.2631 0.8012 -0.4307 -0.3510
Li -0.0823 5.1476 -0.2793 0.8637
H -2.2370 2.4274 -1.6574 0.3016
H -2.6376 2.2435 0.0803 0.3638
Co -0.5282 4.9685 -3.2624 0.1163
H -1.0575 3.8080 -0.5158 -0.2254

(2)
8
Properties=species:S:1:pos:R:3:nbo_charge:R:1 method="wB97M-V/def2-TZVPD" homo_energy_ha="-0.4788 / -0.4850" charge=+1 lumo_energy_ev="-6.65 / -6.32" multiplicity=5 orbital_gap_ha="0.23448 / 0.25288"
C 0.4261 -0.7454 -0.1076 -0.0577
C 0.7303 0.4541 0.5347 0.0589
O -0.1228 1.4923 0.4457 -0.7926
O -0.8030 -0.7046 -0.7257 -0.8077
H 1.8142 0.6601 0.5644 0.2524
H -1.0468 -1.5645 -1.0871 0.5457
Cr -1.5916 1.3426 -0.8151 1.5318
H 0.5937 -0.9346 1.1907 0.2691

(3)
7
Properties=species:S:1:pos:R:3:nbo_charge:R:1 method="wB97M-V/def2-TZVPD" homo_energy_ha="-0.4372 / -0.4869" charge=+1 lumo_energy_ev="-3.77 / -3.81" multiplicity=2 orbital_gap_ha="0.29855 / 0.34697"
O -0.6726 0.6222 0.0013 -0.5542
C 0.9953 -0.6515 -0.0106 -0.2878
C 0.5869 0.7117 0.0517 0.2593
Cs -4.3555 0.1704 0.5350 0.9990
H 1.7363 -0.9648 -0.7458 0.2056
H 0.6106 -1.3701 0.7145 0.2051
H 1.0990 1.4820 -0.5461 0.1729